DFT (ωB97M-V/def2-TZVPD) results for one molecule with the formula C18H27N5O3 in a non-equilibrium geometry.

Element x y z (Å)
C -3.371 -2.702 1.887
C -2.267 -1.960 1.203
O -2.283 -1.618 0.053
C -1.070 -1.648 2.116
N -0.379 -0.479 1.650
C 0.886 -0.286 1.198
N 1.096 0.968 0.832
C -0.077 1.605 1.022
C -1.020 0.735 1.539
C -2.346 1.144 1.866
O -3.228 0.458 2.356
N -2.549 2.491 1.567
C -1.630 3.391 1.036
O -1.923 4.548 0.822
N -0.366 2.910 0.773
C 0.644 3.779 0.209
H 0.244 4.791 0.195
H 0.885 3.458 -0.805
H 1.544 3.730 0.820
C -3.882 2.997 1.850
H -3.935 4.028 1.511
H -4.076 2.939 2.921
H -4.616 2.383 1.329
C 1.934 -1.352 1.131
N 2.275 -1.876 -0.175
C 1.172 -2.313 -1.009
C 0.529 -1.212 -1.866
C -0.544 -1.805 -2.771
H -0.958 -1.036 -3.419
H -1.352 -2.217 -2.173
H -0.128 -2.594 -3.395
C 1.618 -0.507 -2.675
C 2.719 0.021 -1.756
C 3.833 0.691 -2.553
H 3.438 1.517 -3.139
H 4.297 -0.021 -3.234
H 4.601 1.078 -1.887
C 3.272 -1.153 -0.938
H 4.048 -0.805 -0.253
H 3.727 -1.878 -1.624
H 2.287 0.748 -1.061
H 1.180 0.314 -3.247
H 2.051 -1.216 -3.388
H 0.053 -0.479 -1.208
H 0.414 -2.782 -0.377
H 1.572 -3.084 -1.679
H 1.616 -2.200 1.750
H 2.851 -0.944 1.567
H -1.433 -1.475 3.133
H -0.399 -2.511 2.113
H -4.027 -3.166 1.155
H -2.985 -3.443 2.582
H -3.941 -1.961 2.447

Output
**Multiplicity**: 1
**Structure (SMILES)**: CC(=O)Cn1c(CN2C[C@H](C)C[C@H](C)C2)nc2c1c(=O)n(C)c(=O)n2C
**Net charge**: 0
**HOMO-LUMO gap**: 8.74 eV
**Highest occupied orbital energy**: -8.2 eV